DFT (ωB97M-V with the def2-TZVPD basis set) results for a structure of composition C8H15Cl2NO2PTl in a non-equilibrium geometry.

Last column: Mulliken charge in e.
Positions of all 30 atoms, in Å:
1 C 0.4486 -2.9084 -1.0310  -1.11
2 C -0.5858 -2.0839 -0.4952  0.78
3 H -0.0902 -3.7411 -1.5155  0.39
4 H 1.0795 -3.2937 -0.2233  0.36
5 H 1.1239 -2.4130 -1.7462  0.28
6 O -1.7144 -2.3188 -0.1854  -0.24
7 Cl 2.3983 -0.5905 -0.0783  -0.34
8 Tl 0.1348 0.0470 -0.0139  1.65
9 P 0.1064 0.7726 -2.3295  0.82
10 C -1.5128 1.3327 -2.8484  -1.35
11 C 1.2101 2.1937 -2.4735  -1.39
12 H 1.6559 -0.7989 -3.2889  0.36
13 H 0.6335 0.0257 -4.5113  0.50
14 H -0.0435 -1.3080 -3.5197  0.36
15 C 0.6370 -0.4469 -3.5141  -1.27
16 H 2.1030 2.0516 -1.8420  0.41
17 H 1.4891 2.2919 -3.5232  0.47
18 H -1.4392 1.6532 -3.9017  0.45
19 H -1.8314 2.1794 -2.2232  0.40
20 H 0.6732 3.0808 -2.1129  0.46
21 H -2.2552 0.5264 -2.7680  0.42
22 C -1.8365 0.4936 0.1399  0.02
23 O -2.9954 0.8160 0.2664  -0.19
24 Cl 0.6084 2.4534 0.5341  -0.28
25 C -0.0032 -0.0357 4.7043  -1.01
26 C -0.0141 -0.1753 3.3271  0.46
27 N -0.0162 -0.3221 2.2013  -0.38
28 H 0.8877 -0.5171 5.1119  0.32
29 H -0.8878 -0.5139 5.1226  0.33
30 H 0.0016 1.0128 5.0135  0.33

HOMO energy (spin up / spin down): -16.7 / -16.8 eV
ΔE to the lowest compared entry with this formula, charge and spin: 52.9 kcal per mole
net charge: +2
F_max: 15.5 eV Å⁻¹
frontier orbital gap (spin up / spin down): 5.40 / 6.00 eV